## a
DFT (ωB97M-V/def2-TZVPD) results for a 2-piece molecular cluster, C9H13BN2 overall.

Geometry as ORCA input:
```
! wB97M-V def2-TZVPD RIJCOSX def2/J DEFGRID3
* xyz 0 1
C -1.6107 -0.9005 -1.4876
N -0.8656 -0.6996 -0.2580
C -1.6664 -0.1436 0.8380
C 0.5260 -0.8721 -0.1922
C 1.1892 -2.1234 -0.3166
C 2.5847 -2.1780 -0.3155
C 3.3480 -1.0019 -0.2648
C 2.6877 0.2340 -0.2262
C 1.3042 0.2992 -0.1687
H -0.9369 -0.9719 -2.3434
H -2.2190 -1.8172 -1.4755
H -2.2741 -0.0451 -1.6585
H -1.2819 -0.5635 1.7724
H -2.6988 -0.4313 0.6585
H -1.6698 0.9524 0.9035
H 0.6143 -3.0526 -0.3662
H 3.1106 -3.1376 -0.3409
H 4.4427 -1.0413 -0.2572
H 3.2544 1.1627 -0.2204
H 0.7799 1.2591 -0.1306
B -1.9939 2.5814 1.5767
C -1.2661 3.3181 0.4572
N -0.7345 4.0147 -0.3363
H -3.1941 2.6092 1.5184
H -1.4298 2.5489 2.6336
*
```

Results
- HOMO-LUMO gap (eV) = 7.72
- SMILES = CN(C)c1ccccc1.BC#N
- LUMO energy (eV) = -0.71

## b
DFT (ωB97M-V/def2-TZVPD) results for a 2-piece molecular cluster, C9H13BN2 overall.

Geometry as ORCA input:
```
! wB97M-V def2-TZVPD RIJCOSX def2/J DEFGRID3
* xyz 0 1
B -0.5011 0.5768 0.5832
C 1.9933 -3.7803 -1.0891
C 3.3093 -3.3433 -1.4180
C 1.0169 -2.9133 -0.5921
C 3.3778 -1.9238 -1.4749
C 1.3608 -1.6287 -0.5317
C -1.5895 0.5622 1.6560
C -2.1696 2.0231 1.8946
C -2.3146 2.6154 0.4865
C -0.9992 2.6627 -0.4604
N 2.4877 -1.0970 -0.9975
N -0.3470 1.4058 -0.4709
H 1.9277 -4.8578 -1.0874
H 3.9282 -4.0783 -1.7442
H 0.0551 -3.1389 -0.0664
H 4.3548 -1.4045 -1.6351
H -2.4477 0.0857 1.1818
H -1.5501 0.0199 2.5701
H -3.1531 2.0162 2.4318
H -1.6373 2.7340 2.6086
H -3.2076 2.2197 0.0408
H -2.7200 3.5763 0.7082
H -1.2569 3.0878 -1.4136
H -0.2079 3.3067 -0.0405
H 0.2902 1.2736 -1.1396
*
```

Results
- HOMO-LUMO gap (alpha / beta) (eV) = 7.19 / 8.38
- LUMO energy (alpha / beta) (eV) = 0.61 / 0.66

Quick one: least stable of them? b

## a
DFT (ωB97M-V/def2-TZVPD) results for one molecule with the formula C3H2O2.

Geometry as ORCA input:
```
! wB97M-V def2-TZVPD RIJCOSX def2/J DEFGRID3
* xyz 0 1
O -2.7119 -0.0868 0.1780
C -1.5085 -0.0387 0.2817
C -0.2822 0.3295 0.0948
C 1.0325 -0.1467 -0.2875
O 0.8573 0.6496 0.8754
H 1.2180 -1.2134 0.0190
H 1.3947 0.5065 -1.1614
*
```

Results
- HOMO-LUMO gap (eV) = 9.10
- SMILES = O=C=C1CO1
- LUMO energy (eV) = 0.01

## b
DFT (ωB97M-V/def2-TZVPD) results for a 2-piece molecular cluster, C3H2O2 overall.

Geometry as ORCA input:
```
! wB97M-V def2-TZVPD RIJCOSX def2/J DEFGRID3
* xyz 0 1
C 0.7121 -0.6959 1.0763
C -0.3352 -0.0157 -1.0859
C -1.6045 -0.7451 -1.1915
O -2.2100 -1.6811 -1.4694
O -1.6433 0.4572 -0.6327
H -0.0063 -0.4745 1.8810
H 0.4303 0.7482 -1.6510
*
```

Results
- HOMO-LUMO gap (alpha / beta) (eV) = 7.50 / 7.39
- LUMO energy (alpha / beta) (eV) = -1.32 / -1.57

## c
DFT (ωB97M-V/def2-TZVPD) results for one molecule with the formula C3H2O2.

Geometry as ORCA input:
```
! wB97M-V def2-TZVPD RIJCOSX def2/J DEFGRID3
* xyz 0 1
C -0.1982 -0.3723 -1.0092
C 0.2874 0.3769 0.4943
C -0.7093 1.3136 0.9298
O -1.3404 2.2486 0.6208
O -0.5901 0.2885 1.7209
H -1.3767 -0.6215 -0.9407
H 1.4525 0.4986 0.6574
*
```

Results
- HOMO-LUMO gap (alpha / beta) (eV) = 8.34 / 8.39
- LUMO energy (alpha / beta) (eV) = -1.68 / -1.67

## d
DFT (ωB97M-V/def2-TZVPD) results for one molecule with the formula C3H2O2.

Geometry as ORCA input:
```
! wB97M-V def2-TZVPD RIJCOSX def2/J DEFGRID3
* xyz 0 1
C -0.4069 -0.0071 0.1189
C -0.8234 2.4628 0.2506
C 0.7603 -0.9533 -0.2172
O 0.8401 -2.1498 0.0118
O -0.5398 1.3101 0.1587
H -1.3071 -0.3780 0.5369
H 1.4769 -0.2847 -0.8598
*
```

Results
- HOMO-LUMO gap (alpha / beta) (eV) = 8.07 / 8.06
- LUMO energy (alpha / beta) (eV) = -0.55 / -0.55

Quick one: least stable of them? b